Entry 1:
114
Properties=species:S:1:pos:R:3:forces:R:3 method="wB97M-V/def2-TZVPD" e_tot_ha=-3555.54912 spin_multiplicity=1 e_above_lowest_kcal_mol=0.0 charge=-1 molar_mass_g_mol=921.94
Y -0.712602 -0.111733 0.112073 0.17 -0.58 0.14
S 0.050332 4.109590 -2.389788 -0.07 0.16 -0.08
P 0.891305 2.965599 1.518474 -0.12 0.16 0.04
Si 0.562563 -3.607476 4.159329 0.00 -0.03 0.05
O 0.858743 4.421090 2.296077 0.03 -0.02 -0.03
O -1.952672 1.523643 4.514082 -0.01 0.00 -0.01
O 0.894115 0.498967 -1.436499 0.48 0.30 0.05
O 0.234700 -2.398795 -1.065989 0.13 0.22 0.06
O -1.769790 0.822808 1.790597 0.02 0.06 0.06
O -1.977789 -0.956406 -1.591113 -0.12 0.02 -0.05
O 1.031220 1.905085 2.718158 0.06 -0.09 -0.06
O 2.458114 3.080537 1.075926 0.05 -0.07 0.02
O 2.949039 0.360513 -0.677265 -0.17 -0.03 -0.08
N -0.957005 2.136246 -3.961224 -0.02 0.12 -0.11
N -2.950146 1.079214 -2.062866 -0.01 0.01 0.01
N 1.139128 -3.174468 -3.001180 0.01 0.02 0.07
N -2.563117 1.356449 -0.743926 0.01 -0.05 -0.02
N 0.923687 2.899793 -4.681421 0.04 0.04 0.02
N 0.521868 -4.632474 -1.270498 0.06 -0.02 0.03
C 2.064418 1.884778 3.703549 -0.01 0.02 0.04
C -3.264498 2.266610 -0.183975 0.00 0.06 -0.02
C -3.220685 2.616454 1.218753 0.01 0.02 0.03
C -3.917977 0.000113 -4.503628 0.06 0.01 -0.06
C 2.434167 -3.756456 4.248820 0.00 0.01 -0.01
C 2.772653 4.104497 0.123890 -0.02 0.02 -0.02
C -0.397625 4.937412 2.739452 -0.02 0.00 0.04
C 2.148995 3.656908 -4.768654 0.00 0.01 0.00
C 1.904143 0.602185 4.488237 -0.03 0.00 0.03
C -4.067833 4.051410 2.971383 0.00 -0.01 0.00
C 1.965952 -5.473256 -3.024591 0.00 0.01 0.00
C -2.608026 -0.148457 -2.352925 0.02 -0.17 0.02
C -4.156902 -0.430264 -5.800933 0.02 -0.01 0.01
C -2.247772 -1.713090 -4.245171 -0.04 -0.05 -0.01
C -0.195578 -1.797743 1.849390 -0.15 0.00 0.09
C 0.075831 -2.561201 2.773276 0.06 0.03 -0.03
C -2.509968 1.818349 2.150970 0.11 0.11 -0.05
C -2.482089 -2.137105 -5.545208 0.00 0.00 0.01
C 0.822400 -5.787594 -2.083551 -0.01 -0.01 0.00
C 1.599469 -4.255532 -3.845947 -0.01 -0.03 -0.01
C -0.649279 1.418576 -5.097254 0.04 -0.01 0.02
C 0.000311 3.054705 -3.690705 0.06 -0.22 0.11
C 0.613914 -3.344535 -1.740963 -0.12 -0.06 -0.09
C 1.624029 0.333883 -0.426535 -0.46 -0.03 -0.16
C -2.637240 2.176580 3.525965 0.00 -0.02 0.03
C -2.951809 -0.632310 -3.725597 -0.02 0.07 0.00
C -0.042644 -2.889631 5.786455 0.00 0.00 0.00
C 1.242042 -1.840926 -3.563663 -0.01 0.00 -0.02
C 3.748136 0.096822 0.473781 -0.04 0.00 -0.01
C -3.982885 3.715807 1.640585 -0.02 0.01 0.00
C 0.525286 1.895964 -5.552334 0.00 -0.01 0.01
C 3.760148 3.564525 -0.883835 -0.01 0.01 0.00
C -0.495604 4.833259 4.247618 0.02 0.01 -0.01
C -0.158151 -5.337024 3.983028 0.01 0.01 -0.01
C -0.174643 -4.871405 -0.021021 0.01 0.01 -0.02
C -3.398629 3.258899 3.908775 0.00 -0.01 -0.02
C -1.942337 0.093495 4.477877 -0.01 -0.01 0.00
C -3.433055 -1.493805 -6.327481 -0.02 0.01 0.01
H 2.370201 4.047676 -3.777416 0.00 0.00 -0.01
H 0.310176 -1.862410 5.903251 0.00 0.00 0.00
H 0.255523 -5.844331 3.108567 -0.01 0.00 0.00
H 2.170941 -6.321624 -3.679358 0.00 0.00 0.00
H 1.936507 -0.258927 3.818348 0.00 0.00 -0.01
H 2.745888 -4.453160 5.031721 0.00 0.00 0.01
H 0.935920 0.593985 4.991678 0.01 0.00 0.00
H -1.514236 -2.196372 -3.612772 -0.01 -0.01 0.00
H 0.407501 -5.564371 0.591843 0.00 -0.01 0.00
H -1.279685 0.627811 -5.464313 0.01 0.03 -0.02
H 3.322675 2.719948 -1.416244 0.03 0.02 -0.01
H -1.162702 -5.310593 -0.199560 -0.01 0.01 0.00
H -4.008927 2.779375 -0.797117 0.00 0.00 0.00
H -1.777669 -0.226950 5.507297 0.00 0.00 0.00
H 2.046788 4.492238 -5.464251 0.00 0.01 0.01
H 0.317492 -3.475408 6.636714 0.00 0.00 0.00
H 1.866745 4.428291 -0.394531 0.00 0.00 0.01
H 2.957403 3.004889 -5.096736 0.00 -0.01 0.00
H 3.173773 4.961635 0.670101 0.02 0.00 0.01
H 4.675757 3.232369 -0.390404 0.01 -0.01 0.00
H -1.161800 -0.293431 3.828334 0.01 0.01 0.00
H -4.460765 0.835511 -4.082207 0.00 0.00 0.00
H 2.693418 0.512286 5.238261 0.01 -0.01 0.00
H -0.285579 -3.937339 0.522517 0.00 -0.02 0.00
H 3.037480 1.940529 3.210878 0.00 -0.02 0.00
H 3.991744 -0.966362 0.519233 0.00 0.00 -0.01
H 0.707444 -1.131701 -2.942221 0.00 0.01 0.01
H -3.445265 3.487058 4.967002 0.00 0.00 0.00
H 2.882600 -2.782834 4.459198 0.00 0.00 -0.01
H 4.017837 4.346658 -1.601712 0.00 0.01 0.00
H 2.864302 -5.266190 -2.438634 0.00 0.00 0.00
H -2.905780 -0.290383 4.132376 0.00 0.01 0.00
H 1.091989 -6.607146 -1.413271 -0.01 0.00 0.00
H 2.834239 -4.106417 3.294865 0.00 -0.01 0.00
H -1.920451 -2.969713 -5.951953 0.00 0.00 0.00
H 0.363837 5.321890 4.711549 0.00 0.00 0.00
H 0.057467 -5.947915 4.863818 0.00 0.00 0.00
H -1.241768 -5.286436 3.857609 0.00 0.00 0.00
H 2.286889 -1.520883 -3.619963 0.00 0.00 0.00
H 0.827250 -4.519783 -4.583332 0.01 0.01 -0.01
H -1.224832 4.405534 2.259760 -0.02 -0.03 -0.01
H 0.818810 -1.833098 -4.573358 -0.01 0.00 0.01
H -1.134182 -2.872841 5.820572 0.00 0.01 0.00
H -1.407530 5.318082 4.599730 -0.01 0.00 0.01
H -4.907214 0.065705 -6.404120 0.00 0.00 0.00
H -4.506180 4.299612 0.891078 0.00 0.00 0.00
H -0.523496 3.788214 4.559577 0.01 0.00 0.01
H 2.466501 -3.900379 -4.409858 0.00 0.00 0.01
H -0.060570 -6.115824 -2.652822 0.00 0.00 0.00
H 4.662461 0.680741 0.379261 0.00 0.02 0.00
H -1.748460 1.968679 -3.337745 -0.05 -0.04 0.04
H 1.961723 2.761323 4.349873 0.00 0.02 -0.02
H 1.119645 1.611107 -6.401504 0.00 0.00 -0.01
H -3.616700 -1.825504 -7.342119 0.00 0.00 0.00
H 3.213778 0.383656 1.377612 -0.01 0.00 0.00
H -4.651651 4.903451 3.294277 0.00 0.00 0.00
H -0.445624 5.980991 2.419837 0.02 0.00 -0.01

***

Entry 2:
124
Properties=species:S:1:pos:R:3:forces:R:3 method="wB97M-V/def2-TZVPD" e_tot_ha=-6530.84655 spin_multiplicity=1 e_above_lowest_kcal_mol=0.0 charge=-2 molar_mass_g_mol=1307.19
Bi 10.206398 13.464347 13.065912 0.56 0.08 0.24
S 8.754759 15.130783 11.683323 -0.28 1.00 0.71
S 8.450631 14.832653 14.639304 -0.08 0.83 -0.31
S 8.242146 8.297753 19.430090 0.75 0.03 -0.65
S 8.318973 7.430281 16.680297 -0.14 0.80 -2.33
S 6.657337 9.703968 9.150458 0.21 0.43 0.01
S 9.700261 9.313639 10.719782 -0.22 0.59 0.18
P 12.602094 13.466041 15.970044 -0.10 -1.62 -1.00
P 8.267010 8.650605 9.501436 0.26 -0.99 -1.14
P 11.967446 13.409147 10.833092 -0.83 -0.81 -0.06
F 7.648607 6.151392 20.992555 1.74 0.86 0.20
F 9.854386 6.727993 20.862938 -1.12 -0.45 0.44
F 7.322353 10.055879 16.432900 -0.32 -0.57 -0.15
F 6.634345 8.774283 14.795665 0.49 -0.10 0.79
F 5.740918 8.540233 16.765188 0.73 0.38 -0.41
F 8.463903 7.865135 22.152799 0.21 -1.09 -1.85
O 9.778614 11.835596 16.783557 -0.40 -0.79 -0.45
O 8.190074 11.988119 11.994168 0.67 0.20 -1.67
O 9.448776 9.116620 19.361694 -0.96 -0.27 0.43
O 6.975390 8.927966 19.711080 0.55 -0.07 0.24
O 10.516681 10.949515 14.069023 0.76 0.49 0.59
O 7.879574 7.099411 9.861460 -0.28 0.22 0.61
O 8.903911 8.328419 8.005696 -0.36 0.09 0.25
O 7.758491 6.284039 15.917185 0.33 0.31 1.20
N 8.439884 18.449667 15.599524 -0.09 0.78 0.96
N 7.481728 18.614470 11.240949 0.39 -0.44 0.95
N 8.160739 7.266685 18.247098 -0.96 -0.37 1.45
N 12.057480 15.071144 13.458672 -0.84 -1.92 -2.65
C 13.335550 12.198737 11.079152 0.76 0.98 -1.43
C 10.383220 12.702206 17.731505 0.43 1.31 -1.61
C 11.526976 15.794906 17.007314 -0.55 1.43 -0.18
C 14.536674 14.666689 17.643268 0.92 1.54 -0.89
C 8.585515 7.154401 20.955360 -1.02 1.03 -0.21
C 12.516771 15.097312 11.011207 1.14 0.07 -0.10
C 14.733454 12.844390 10.662689 -0.16 -1.41 2.56
C 11.160977 17.167265 16.971487 -0.12 -1.49 -1.03
C 13.450793 16.784813 12.489805 -0.49 0.29 -1.01
C 6.910189 8.785063 16.116963 -0.20 -0.39 0.88
C 7.964012 17.267647 13.397549 1.37 -2.21 -1.48
C 10.293143 14.094686 8.817933 -0.62 0.16 -0.28
C 11.728704 15.778523 14.563307 0.62 0.73 2.70
C 14.165879 17.895902 8.936550 -0.64 -2.00 -0.42
C 13.846073 17.553469 11.386348 -0.73 -2.15 0.62
C 11.306357 17.134032 14.537767 0.25 -1.05 -1.46
C 7.749861 18.040287 12.215685 -0.49 0.38 -0.83
C 13.132614 15.751029 9.931682 0.27 1.58 1.55
C 8.248908 6.287165 12.154049 -0.37 -0.01 0.66
C 11.884665 15.108692 15.857122 -0.43 1.31 -0.84
C 10.722718 17.837160 18.210704 -0.52 1.75 0.09
C 13.716028 17.021525 10.111642 -0.44 0.24 -0.91
C 11.374276 13.019100 9.123412 -0.57 -0.18 0.54
C 12.423883 12.760681 8.032211 -0.30 0.22 -0.07
C 12.609594 15.642881 12.326745 0.81 0.66 0.54
C 13.281579 11.585700 12.447963 0.36 0.31 1.21
C 10.806310 7.048880 8.797796 1.00 -1.27 -0.84
C 9.963334 7.417445 7.590634 -0.49 0.96 1.18
C 7.200761 6.618061 11.080013 1.25 -1.05 -0.41
C 11.055270 17.799456 15.708405 0.82 -0.49 0.99
C 15.322436 14.334787 15.245490 -0.93 -0.79 -0.39
C 11.947741 12.647015 17.575483 -0.48 1.25 0.58
C 8.336564 15.884074 13.257379 -0.33 0.71 0.48
C 14.408118 13.807691 16.392648 -0.47 -0.28 0.36
C 12.445888 11.196137 17.842261 0.49 0.86 0.08
C 8.262768 17.932532 14.595401 -1.20 -0.37 -0.19
C 6.082118 7.466998 11.562799 -1.36 0.87 0.78
C 9.354922 6.230878 6.850543 0.56 -0.10 0.84
H 6.808660 5.655415 10.755705 -0.26 0.03 -0.32
H 16.349751 13.996310 15.437012 -0.16 0.31 -0.10
H 9.782720 10.515865 13.661626 -0.98 -0.77 -0.52
H 10.184788 12.418637 18.742311 -0.42 -0.35 0.72
H 11.795429 10.703422 18.597554 0.34 0.12 -0.73
H 10.176101 14.806241 9.658451 0.17 -0.27 -0.55
H 14.890909 13.131189 9.647276 -0.38 0.11 -0.80
H 14.166982 10.977670 12.608373 0.47 0.09 0.17
H 15.194100 17.602949 8.662584 -0.30 0.56 -0.07
H 11.896255 12.651205 7.075608 0.11 -0.74 0.21
H 12.477653 10.853195 12.582638 -0.25 0.56 -0.15
H 13.126672 15.313600 8.966458 -0.12 -0.30 -0.75
H 14.208638 18.543426 11.480659 0.67 0.73 0.37
H 11.519290 18.280216 18.780544 0.85 -0.02 0.34
H 11.557642 6.278255 8.460220 -0.47 0.68 0.39
H 14.044800 18.939248 9.160448 0.29 0.47 0.13
H 14.359041 15.767680 17.387330 0.15 -1.43 0.49
H 6.429221 8.292064 12.217506 -0.09 -0.26 -0.55
H 8.825905 11.652544 16.931819 0.93 0.30 0.29
H 13.689821 17.090938 13.491753 -0.17 0.28 0.21
H 13.454504 11.286248 18.268193 -0.13 -0.20 0.04
H 14.897237 13.726510 11.307349 0.07 -0.29 -0.30
H 13.224260 12.373989 13.247557 0.05 -0.85 -0.49
H 11.306811 7.913464 9.245470 -0.14 -0.35 -0.26
H 10.162719 6.588295 9.537671 0.08 -0.10 0.24
H 8.941080 7.120364 12.187730 0.33 0.02 0.08
H 13.154553 11.957892 8.262336 -0.82 0.21 -0.28
H 7.780144 6.235572 13.168331 0.25 -0.12 -0.77
H 11.468301 15.236671 17.947584 0.25 0.49 -0.15
H 10.272241 11.120104 14.996772 0.03 -0.10 0.10
H 12.572734 10.615494 16.921346 -0.49 -0.03 0.23
H 10.788391 18.829560 15.619147 -0.23 0.42 0.34
H 15.576468 14.550409 17.988673 -0.24 0.31 0.21
H 13.004518 13.636011 7.840102 0.60 0.80 0.10
H 10.568722 8.047048 6.944075 0.08 -0.11 -0.46
H 15.013320 13.964499 14.230037 0.22 0.14 0.95
H 11.158454 17.607224 13.512476 0.22 -0.50 1.60
H 13.489572 17.662715 8.086006 0.58 0.25 0.24
H 14.729681 12.802104 16.714865 0.08 0.10 -0.44
H 8.795937 5.334678 11.968466 -0.37 0.70 -0.05
H 13.867995 14.354567 18.427307 -0.12 0.05 0.34
H 5.482572 7.896291 10.731224 0.48 -0.33 0.59
H 10.169211 17.222612 18.901035 -0.30 -0.44 0.05
H 7.510938 12.653157 11.785538 0.14 -0.18 0.23
H 8.697717 6.568030 6.065529 -0.45 0.12 -0.09
H 15.272083 15.425105 15.193353 0.11 -0.05 0.11
H 12.345819 13.315372 18.396627 -0.65 -0.84 -0.49
H 9.272916 13.669849 8.657320 0.84 0.05 0.02
H 10.163852 5.669091 6.369513 -0.06 -0.12 0.16
H 10.861922 12.048257 9.313177 0.20 0.46 -0.13
H 13.075070 11.415564 10.367980 0.06 -0.07 -0.21
H 10.113451 18.725946 17.965576 -0.13 -0.53 0.01
H 8.833797 5.592798 7.595162 0.14 0.31 -0.62
H 10.524190 14.708011 7.929384 0.08 -0.30 0.29
H 15.511733 12.078178 10.937927 -0.53 0.74 -0.32
H 8.549339 11.754200 11.076952 -0.68 -0.35 1.58
H 9.952719 13.719087 17.511202 0.68 -0.65 0.57
H 5.398583 6.861026 12.208033 0.57 0.25 -0.47